Entry 1:
A single C6H11NO molecule, computed with the ωB97M-V functional and the def2-TZVPD basis.

Values from the calculation:
Orbital gap, eV: 10.5669
SMILES: CC[C@H]1CNC(=O)C1
Energy above the lowest of the compared OMol25 structures with the same formula, charge and spin, kJ/mol: 0.0
Total charge: 0
LUMO energy, hartree: 0.034
Strongest force on any atom, hartree/bohr: 0.019

Last column: Löwdin charge in e.
Element x y z (Å)
C -1.693 -1.615 0.270  -0.097
C -0.210 -1.206 0.202  -0.218
C 0.062 -0.027 -0.735  -0.322
C -0.533 1.294 -0.206  -0.149
N 0.506 1.861 0.685  0.073
C 1.681 1.124 0.520  -0.506
O 2.584 1.101 1.313  0.082
C 1.548 0.344 -0.768  -0.066
H -1.858 -2.604 -0.167  0.069
H -2.061 -1.645 1.300  0.071
H -2.325 -0.909 -0.280  0.068
H 0.166 -0.963 1.205  0.117
H 0.390 -2.057 -0.144  0.113
H -0.320 -0.275 -1.731  0.142
H -1.477 1.177 0.335  0.116
H -0.712 1.986 -1.039  0.116
H 0.262 1.892 1.667  0.135
H 2.246 -0.494 -0.810  0.127
H 1.744 1.016 -1.615  0.132

=====

Entry 2:
A molecular structure, C30H55BO2P2Yb at a distorted geometry, computed with the ωB97M-V functional and the def2-TZVPD basis.

Values from the calculation:
Expectation value of S²: 0.76
Orbital gap (alpha / beta), eV: 5.0299 / 7.4158
Energy above the lowest of the compared OMol25 structures with the same formula, charge and spin, kJ/mol: 0.0
Total charge: +1
2S+1: 2
LUMO energy (alpha / beta), hartree: -0.118 / -0.118
Strongest force on any atom, hartree/bohr: 0.125

Last column: Löwdin charge in e.
Element x y z (Å)
Yb -0.803 -2.220 -1.863  1.345
C -0.082 -2.268 0.351  -0.303
C -1.494 -2.549 0.284  -0.343
C -0.358 -4.230 -0.822  -0.351
C 0.603 -3.317 -0.351  -0.346
C -1.648 -3.774 -0.431  -0.348
C 0.603 -1.355 1.329  -0.008
H 0.118 -1.440 2.335  0.112
H 0.540 -0.307 1.030  0.047
H 1.683 -1.568 1.420  0.073
C 2.075 -3.482 -0.401  -0.025
H 2.541 -3.241 0.574  0.082
H 2.518 -2.804 -1.148  0.088
H 2.361 -4.510 -0.667  0.083
C -0.014 -5.499 -1.535  -0.029
H 0.758 -6.084 -1.016  0.092
H 0.403 -5.246 -2.522  0.084
H -0.865 -6.168 -1.696  0.074
C -2.920 -4.522 -0.676  -0.032
H -2.737 -5.413 -1.293  0.072
H -3.712 -3.914 -1.116  0.075
H -3.349 -4.910 0.270  0.101
C -2.529 -1.857 1.096  -0.018
H -3.360 -2.539 1.314  0.091
H -2.942 -0.956 0.629  0.063
H -2.063 -1.550 2.045  0.092
C 0.392 1.923 1.999  -0.119
C -0.227 1.735 3.179  -0.089
C -1.579 2.225 3.611  -0.175
C -2.433 3.056 2.624  -0.185
C -3.245 2.266 1.646  -0.092
C -2.780 1.721 0.503  -0.166
C -1.360 1.252 0.304  -0.247
C -0.247 2.253 0.690  -0.179
H -1.448 2.829 4.516  0.114
H -1.797 3.781 2.109  0.105
H -2.176 1.376 3.975  0.115
H -0.635 3.288 0.640  0.112
H 1.653 1.798 1.953  0.034
H 0.344 1.196 3.959  0.120
H 0.551 2.178 -0.073  0.103
H -1.200 0.296 0.818  0.065
H -3.483 1.397 -0.293  0.084
H -1.220 0.993 -0.775  0.004
H -3.170 3.632 3.205  0.115
H -4.305 2.163 1.888  0.108
P -2.031 1.946 -2.676  0.838
P -2.577 -0.811 -4.084  0.788
C -2.958 2.052 -4.281  -0.442
C -2.648 0.812 -5.103  -0.440
H -2.641 2.972 -4.804  0.093
H -4.031 2.153 -4.053  0.080
H -3.421 0.685 -5.879  0.076
H -1.682 0.897 -5.620  0.075
C -2.874 -1.691 -5.680  -0.325
H -3.127 -2.738 -5.511  0.036
H -1.986 -1.639 -6.316  0.045
H -3.711 -1.216 -6.214  0.046
C -4.382 -0.705 -3.702  -0.298
H -4.904 -0.210 -4.536  0.056
H -4.571 -0.145 -2.784  0.030
H -4.781 -1.716 -3.590  0.041
C -0.382 2.434 -3.325  -0.268
H 0.336 2.440 -2.496  0.029
H -0.446 3.442 -3.759  0.049
H -0.036 1.716 -4.083  0.035
C -2.611 3.602 -2.086  -0.248
H -3.655 3.763 -2.396  0.052
H -1.977 4.401 -2.493  0.048
H -2.576 3.662 -0.994  0.016
C 5.195 1.215 4.830  -0.012
C 4.772 1.523 3.414  -0.460
C 5.606 2.725 2.970  -0.018
O 3.379 1.942 3.456  0.144
B 2.846 1.443 2.308  -0.461
O 3.592 0.570 1.579  0.119
C 4.789 0.327 2.387  -0.449
C 5.971 0.299 1.439  -0.009
C 4.614 -1.041 3.046  -0.012
H 6.278 1.056 4.866  0.101
H 4.708 0.330 5.242  0.083
H 4.954 2.061 5.483  0.103
H 5.388 3.582 3.618  0.102
H 6.680 2.519 3.065  0.098
H 5.405 3.035 1.939  0.095
H 6.890 0.023 1.972  0.103
H 5.812 -0.431 0.636  0.097
H 6.124 1.282 0.975  0.084
H 3.809 -1.031 3.793  0.097
H 4.355 -1.802 2.298  0.086
H 5.545 -1.367 3.532  0.100

=====

Entry 3:
2 unconnected molecules or ions with the total composition C5H14N2 at a distorted geometry, computed with the ωB97M-V functional and the def2-TZVPD basis.

Values from the calculation:
Orbital gap, eV: 9.5776
SMILES: C=CC.CCNN
Energy above the lowest of the compared OMol25 structures with the same formula, charge and spin, kJ/mol: 354.5
Total charge: 0
LUMO energy, hartree: 0.038
Strongest force on any atom, hartree/bohr: 0.091

Last column: Löwdin charge in e.
Element x y z (Å)
C 0.213 -0.830 2.177  -0.073
C -1.084 0.211 -2.510  -0.113
C -2.092 1.659 -0.591  -0.013
C 1.153 -1.072 0.888  -0.240
C -1.596 0.597 -1.185  -0.302
N 1.836 1.357 0.787  -0.021
N 1.542 0.141 0.161  -0.185
H 0.128 -1.819 2.669  0.067
H 0.793 -0.302 3.039  0.088
H -0.648 -0.311 1.930  0.016
H -0.996 1.120 -3.110  0.066
H -0.016 -0.206 -2.479  0.089
H -1.769 -0.593 -2.950  0.101
H 2.270 0.077 -0.532  0.096
H -2.542 1.673 0.388  0.049
H -2.524 2.278 -1.392  0.061
H 2.054 -1.485 1.249  0.072
H 0.700 -1.777 0.222  0.086
H -1.431 -0.201 -0.566  0.041
H 2.369 1.236 1.598  0.039
H 0.980 1.893 0.970  0.076